1.
The molecule C19H31N3O4, computed with ωB97M-V/def2-TZVPD.

XYZ file:
```
57
C19H31N3O4 ωB97M-V/def2-TZVPD
C -2.421 -4.795 -0.261
C -1.100 -4.941 -0.220
C -0.250 -4.997 -1.456
C -0.349 -5.020 1.081
C 0.430 -3.745 1.405
O 1.521 -3.772 1.945
N -0.210 -2.600 1.074
C 0.363 -1.286 1.339
C 1.279 -0.828 0.190
C 0.515 -0.119 -0.932
C -0.640 -0.959 -1.513
C -1.864 -0.590 -0.641
C -1.310 0.401 0.396
C -0.721 -0.239 1.663
C -1.796 -0.767 2.603
N -0.201 1.011 -0.339
C -0.101 2.353 -0.484
O -0.941 3.103 -0.009
C 1.067 2.956 -1.313
C 2.450 2.354 -1.024
C 0.714 2.813 -2.795
N 1.104 4.390 -1.037
C 1.283 4.800 0.261
O 1.776 4.141 1.146
O 0.876 6.075 0.405
C 1.031 6.598 1.725
H -3.014 -4.776 0.646
H -2.950 -4.713 -1.203
H 0.242 -5.969 -1.532
H -0.837 -4.833 -2.358
H 0.545 -4.247 -1.412
H -1.032 -5.205 1.913
H 0.385 -5.826 1.066
H -1.093 -2.690 0.601
H 0.985 -1.427 2.224
H 2.019 -0.129 0.584
H 1.821 -1.695 -0.194
H 1.203 0.200 -1.706
H -0.816 -0.674 -2.550
H -0.406 -2.023 -1.503
H -2.619 -0.087 -1.245
H -2.359 -1.450 -0.188
H -2.024 1.173 0.670
H -0.202 0.578 2.173
H -2.435 -1.514 2.125
H -1.349 -1.234 3.481
H -2.437 0.049 2.940
H 2.653 1.490 -1.655
H 3.203 3.109 -1.248
H 2.562 2.077 0.020
H 0.632 1.764 -3.081
H -0.241 3.297 -3.011
H 1.491 3.278 -3.403
H 0.383 4.922 -1.503
H 0.650 7.615 1.684
H 0.459 6.005 2.437
H 2.079 6.595 2.019
```

Computed properties:
structure (SMILES) = C=C(C)CC(=O)N[C@H]1C[C@H]2CC[C@@H]([C@H]1C)N2C(=O)C(C)(C)NC(=O)OC
DFT total energy = -32868.3013 eV
energy above the lowest of the compared OMol25 structures with the same formula, charge and spin = 0.1326 eV
maximum force = 0.1 eV/A

Atomic partial charges in e from the Mulliken method, atoms 1 to 2: atom 1 (C): -1.060, atom 2 (C): 1.017

---

2.
A cluster of 2 separate species, C6H16O in total at a distorted geometry, computed with ωB97M-V/def2-TZVPD.

XYZ file:
```
23
C6H16O ωB97M-V/def2-TZVPD
C 1.666 -1.774 1.383
C 0.763 -0.900 0.384
C -0.467 -0.230 1.006
C 0.014 1.126 1.637
C -1.478 0.234 -0.131
C -1.244 1.301 -1.199
H 2.611 -1.756 1.030
H 1.580 -1.432 2.495
H 1.216 -2.686 1.345
H 0.315 -1.519 -0.480
H 1.414 -0.358 -0.183
H -1.037 -0.769 1.740
H 0.066 1.966 0.796
H 0.853 1.110 2.294
H -0.762 1.285 2.491
H -1.691 -0.803 -0.769
H -2.404 0.239 0.448
H -0.243 1.365 -1.374
H -1.577 1.064 -2.282
H -1.738 2.209 -0.949
O 0.332 0.197 -3.325
H 0.735 -0.669 -3.139
H 1.077 0.800 -3.217
```

Computed properties:
structure (SMILES) = CCC(C)CC.O
DFT total energy = -8526.5043 eV
energy above the lowest of the compared OMol25 structures with the same formula, charge and spin = 2.7289 eV
maximum force = 5.5 eV/A

Atomic partial charges in e from the Mulliken method, atoms 1 to 2: atom 1 (C): -1.294, atom 2 (C): -0.571

---

3.
A cluster of 2 separate species, CH2Cl2O3 in total at a distorted geometry, computed with ωB97M-V/def2-TZVPD.

XYZ file:
```
8
CH2Cl2O3 ωB97M-V/def2-TZVPD
C 0.510 -0.354 0.041
O -0.491 0.129 -0.605
O 1.358 1.847 0.257
O 1.466 -1.033 -0.658
Cl 0.179 2.790 -0.213
Cl 2.892 -1.197 0.179
H 0.787 -0.083 1.039
H -0.786 1.106 -0.411
```

Computed properties:
DFT total energy = -32250.6992 eV
energy above the lowest of the compared OMol25 structures with the same formula, charge and spin = 4.7795 eV
maximum force = 3.8 eV/A

Atomic partial charges in e from the Mulliken method, atoms 1 to 2: atom 1 (C): 0.271, atom 2 (O): -0.340

---

4.
A structure of composition C30H38Cl2InNO9PS2 at a distorted geometry, computed with ωB97M-V/def2-TZVPD.

XYZ file:
```
84
C30H38Cl2InNO9PS2 ωB97M-V/def2-TZVPD
In 0.253 -0.035 -0.172
O -1.275 -3.249 2.691
C -0.679 -2.479 1.750
O -0.635 -1.281 1.861
C -0.190 -3.297 0.592
O 0.463 -2.537 -0.392
C 1.871 -2.654 -0.485
C 2.612 -1.769 0.516
O 3.746 -2.080 0.824
O 1.954 -0.793 0.941
H -1.462 -2.711 3.476
H 0.436 -4.099 0.978
H -1.078 -3.736 0.126
H 2.186 -3.691 -0.317
H 2.140 -2.354 -1.480
Cl -1.149 1.606 4.796
C -0.551 0.013 5.068
C -1.322 -0.835 5.859
C -0.936 -2.147 6.063
C 0.210 -2.600 5.436
C 0.965 -1.771 4.630
Cl 2.322 -2.394 3.728
C 0.657 -0.402 4.478
N 1.437 0.429 3.717
C 1.906 1.694 4.150
C 2.017 1.964 5.517
C 2.389 3.239 5.925
C 2.689 4.227 5.002
C 2.623 3.919 3.654
C 2.244 2.661 3.193
C 2.136 2.371 1.720
C 0.734 2.715 1.237
O 0.404 3.886 1.351
O -0.026 1.776 0.796
H -2.226 -0.452 6.316
H -1.559 -2.802 6.669
H 0.494 -3.648 5.523
H 1.893 0.008 2.932
H 1.780 1.198 6.262
H 2.451 3.476 6.992
H 2.971 5.203 5.338
H 2.860 4.705 2.938
H 2.360 1.321 1.506
H 2.832 2.988 1.151
C -2.666 2.773 -2.587
C -2.485 1.733 -3.688
C -1.034 1.545 -4.050
O -3.125 0.473 -3.320
P -2.575 -0.791 -2.501
S -1.148 -1.785 -3.325
S -2.186 -0.131 -0.578
O -3.917 -1.646 -2.350
C -5.294 -1.233 -2.212
C -5.457 -0.123 -1.193
C -5.863 -0.881 -3.585
H -2.322 3.744 -2.970
H -2.133 2.532 -1.666
H -3.726 2.841 -2.341
H -3.034 2.082 -4.566
H -0.401 1.288 -3.208
H -0.690 2.513 -4.394
H -0.882 0.808 -4.823
H -5.798 -2.141 -1.833
H -4.972 0.776 -1.531
H -4.975 -0.388 -0.248
H -6.523 0.053 -1.050
H -5.391 0.017 -3.985
H -6.943 -0.661 -3.533
H -5.704 -1.706 -4.277
C 2.651 0.534 -5.196
C 2.993 -0.430 -4.038
C 4.481 -0.327 -3.686
C 2.626 -1.853 -4.480
C 2.200 -0.072 -2.849
C 1.502 0.156 -1.886
H 3.199 0.220 -6.089
H 2.939 1.539 -4.939
H 1.589 0.510 -5.396
H 5.107 -0.552 -4.530
H 4.685 -1.022 -2.873
H 4.719 0.657 -3.302
H 3.183 -2.124 -5.368
H 1.569 -1.921 -4.704
H 2.857 -2.588 -3.706
```

Computed properties:
DFT total energy = -112829.2196 eV
total charge = -1
maximum force = 2.3 eV/A

Atomic partial charges in e from the Mulliken method, atoms 1 to 2: atom 1 (In): 1.697, atom 2 (O): -0.628

---

5.
The molecule CH5N3S at a distorted geometry, computed with ωB97M-V/def2-TZVPD.

XYZ file:
```
10
CH5N3S ωB97M-V/def2-TZVPD
H 2.253 1.111 0.155
N 1.607 0.352 0.030
C 0.426 0.830 -0.031
N 0.023 2.166 -0.150
N -0.637 -0.031 0.064
S -0.639 -1.674 -0.009
H 0.579 2.653 -0.872
H -0.985 2.268 -0.335
H -1.253 0.321 0.742
H 0.113 -1.948 1.036
```

Computed properties:
structure (SMILES) = [H]/N=C(\N)NS
DFT total energy = -16422.9977 eV
energy above the lowest of the compared OMol25 structures with the same formula, charge and spin = 0.3228 eV
maximum force = 1.6 eV/A

Atomic partial charges in e from the Mulliken method, atoms 1 to 2: atom 1 (H): 0.218, atom 2 (N): -0.641

---

6.
A structure of composition C42H40N2O6P2Pd at a distorted geometry, computed with ωB97M-V/def2-TZVPD.

XYZ file:
```
93
C42H40N2O6P2Pd ωB97M-V/def2-TZVPD
Pd 0.399 -0.124 -0.385
C 5.607 -3.351 -2.535
C 5.952 -2.083 -2.287
C 6.543 -1.153 -3.312
C 6.015 -1.297 -4.761
C 4.535 -1.506 -4.919
C 3.950 -2.708 -5.000
C 4.669 -4.014 -4.851
C 5.850 -4.043 -3.850
C -1.632 0.360 -0.631
H 5.245 -4.002 -1.729
H 5.932 -1.705 -1.256
H 7.637 -1.284 -3.359
H 6.388 -0.114 -2.992
H 6.282 -0.372 -5.292
H 6.584 -2.085 -5.264
H 3.969 -0.592 -5.128
H 2.933 -2.822 -5.383
H 5.059 -4.346 -5.828
H 3.949 -4.783 -4.549
H 6.069 -5.103 -3.655
H 6.745 -3.653 -4.352
H -2.199 -0.437 -0.130
H -1.931 0.516 -1.676
H -1.649 1.300 -0.058
P 2.537 -0.469 0.113
P 0.707 -0.241 -2.570
C 3.236 -0.501 -1.534
C 2.489 -0.319 -2.656
C 3.392 0.760 1.119
C 4.720 1.086 0.794
C 5.424 1.990 1.595
C 4.799 2.589 2.692
C 3.470 2.282 3.004
C 2.765 1.368 2.224
C 2.691 -2.090 0.911
C 1.843 -3.141 0.518
C 2.024 -4.410 1.069
C 3.022 -4.628 2.020
C 3.833 -3.570 2.444
C 3.662 -2.295 1.907
C 0.097 1.201 -3.477
C 0.271 2.483 -2.919
C -0.221 3.605 -3.591
C -0.894 3.452 -4.807
C -1.095 2.177 -5.350
C -0.612 1.047 -4.685
C -0.110 -1.722 -3.214
C -1.336 -2.190 -2.712
C -1.936 -3.306 -3.297
C -1.298 -3.981 -4.347
C -0.054 -3.542 -4.815
C 0.538 -2.414 -4.251
H 4.305 -0.695 -1.599
H 2.970 -0.218 -3.628
H 5.197 0.625 -0.072
H 6.459 2.224 1.350
H 5.346 3.309 3.302
H 2.978 2.753 3.858
H 1.731 1.120 2.465
H 1.029 -2.953 -0.186
H 1.374 -5.225 0.750
H 3.159 -5.622 2.451
H 4.595 -3.728 3.206
H 4.269 -1.455 2.255
H 0.765 2.594 -1.953
H -0.078 4.598 -3.161
H -1.281 4.329 -5.333
H -1.635 2.056 -6.293
H -0.792 0.048 -5.091
H -1.810 -1.673 -1.876
H -2.902 -3.657 -2.929
H -1.764 -4.863 -4.788
H 0.458 -4.081 -5.617
H 1.504 -2.048 -4.592
O -1.288 -1.514 2.036
C -1.044 -0.323 2.243
O -0.091 0.411 1.727
C -1.962 0.465 3.181
C -1.967 1.876 3.203
C -2.909 2.581 3.988
C -3.841 1.887 4.773
C -3.812 0.485 4.775
C -2.896 -0.229 3.970
N -4.758 -0.228 5.590
O -5.566 0.434 6.279
O -4.745 -1.477 5.577
N -2.960 4.013 3.935
O -2.156 4.624 3.202
O -3.825 4.600 4.622
H -1.251 2.438 2.605
H -4.552 2.427 5.387
H -2.904 -1.312 3.953
```

Computed properties:
DFT total energy = -81496.8073 eV
<S²> = 6.017
total charge = +2
maximum force = 4.3 eV/A
spin multiplicity = 5

Atomic partial charges in e from the Mulliken method, atoms 1 to 2: atom 1 (Pd): -0.262, atom 2 (C): -0.432

---

7.
A structure of composition C3HINO at a distorted geometry, computed with ωB97M-V/def2-TZVPD.

XYZ file:
```
7
C3HINO ωB97M-V/def2-TZVPD
C 0.247 -2.238 0.000
C 0.412 -0.284 0.003
C 1.633 -0.817 -0.013
N -0.876 -1.924 0.026
O 1.528 -2.196 -0.015
I 3.462 0.124 0.002
H -0.253 0.556 0.000
```

Computed properties:
DFT total energy = -14751.5281 eV
energy above the lowest of the compared OMol25 structures with the same formula, charge and spin = 2.8067 eV
total charge = +1
maximum force = 1.6 eV/A

Atomic partial charges in e from the Mulliken method, atoms 1 to 2: atom 1 (C): 0.538, atom 2 (C): 0.371

---

8.
A structure of composition C48H33BrClMoN13O5 at a distorted geometry, computed with ωB97M-V/def2-TZVPD.

XYZ file:
```
102
C48H33BrClMoN13O5 ωB97M-V/def2-TZVPD
Mo -0.132 -0.383 0.226
C -0.385 -7.539 -0.294
C 0.023 -6.091 -0.294
C 1.262 -5.676 -0.769
C 1.631 -4.349 -0.738
C 0.781 -3.339 -0.251
N 1.141 -2.006 -0.260
C 2.254 -1.596 -0.994
C 2.535 -1.973 -2.309
C 3.648 -1.480 -2.968
C 4.522 -0.586 -2.353
C 5.710 -0.025 -3.087
C 4.244 -0.195 -1.050
C 3.132 -0.689 -0.389
N 2.872 -0.328 0.955
C 3.782 -0.254 1.946
C 3.100 -0.075 3.126
C 1.756 -0.046 2.761
N 1.623 -0.191 1.445
C -0.432 -3.782 0.314
C -0.789 -5.128 0.272
N -1.250 -2.914 1.099
C -2.501 -3.170 1.515
C -2.757 -2.369 2.609
C -1.597 -1.625 2.776
N -0.684 -1.934 1.848
H 0.106 -8.084 -1.099
H -1.463 -7.641 -0.415
H -0.109 -8.012 0.652
H 1.954 -6.409 -1.166
H 2.612 -4.073 -1.092
H 1.866 -2.654 -2.820
H 3.825 -1.781 -3.994
H 5.947 -0.624 -3.964
H 6.591 0.011 -2.445
H 5.506 0.995 -3.423
H 4.891 0.519 -0.550
H 4.833 -0.363 1.747
H 3.510 0.012 4.116
H 0.898 0.078 3.400
H -1.722 -5.445 0.720
H -3.140 -3.874 1.012
H -3.667 -2.310 3.179
H -1.385 -0.874 3.521
Br 2.550 -2.289 -8.514
C 2.000 -0.560 -7.961
C 2.668 0.554 -8.441
C 2.264 1.816 -8.041
C 1.218 1.968 -7.133
C 0.543 0.828 -6.676
C 0.928 -0.432 -7.091
N 0.779 3.278 -6.843
N 0.312 3.612 -5.742
C 0.438 2.853 -4.580
C 1.598 2.182 -4.241
C 1.734 1.522 -3.027
C 0.680 1.427 -2.129
O 0.829 0.704 -1.033
C -0.527 2.157 -2.431
N -1.523 2.131 -1.524
C -2.612 2.823 -1.765
C -2.803 3.590 -2.924
C -1.812 3.621 -3.864
C -0.623 2.901 -3.634
H 3.492 0.434 -9.131
H 2.771 2.697 -8.411
H -0.304 0.939 -6.012
H 0.402 -1.307 -6.734
H 2.426 2.194 -4.939
H 2.658 1.011 -2.785
H -3.393 2.785 -1.010
H -3.721 4.145 -3.060
H -1.909 4.193 -4.777
O -4.609 2.276 2.991
C -3.559 2.988 3.335
O -3.619 3.895 4.125
C -2.254 2.611 2.704
C -1.042 3.231 2.920
Cl -0.757 4.654 3.787
N -0.085 2.587 2.196
N -0.638 1.539 1.523
C -1.939 1.579 1.806
C -2.773 0.554 1.159
O -3.987 0.487 1.334
O -2.106 -0.245 0.423
C 1.273 3.004 2.059
C 1.849 3.042 0.798
C 3.167 3.444 0.661
C 3.896 3.858 1.767
C 3.302 3.850 3.020
C 2.003 3.401 3.176
H -4.410 1.545 2.337
H 1.263 2.782 -0.070
H 3.615 3.459 -0.325
H 4.921 4.187 1.652
H 3.855 4.189 3.886
H 1.572 3.342 4.164
N -0.526 -4.566 -4.539
C -0.940 -3.672 -3.929
N -1.473 -2.668 -3.288
C -1.153 -1.948 -2.323
N -0.952 -1.214 -1.428
```

Computed properties:
DFT total energy = -164341.0336 eV
energy above the lowest of the compared OMol25 structures with the same formula, charge and spin = 0.9899 eV
<S²> = 2.017
maximum force = 1.3 eV/A
spin multiplicity = 3

Atomic partial charges in e from the Mulliken method, atoms 1 to 2: atom 1 (Mo): -1.359, atom 2 (C): -1.652

---

Molecular weight for the records above, in order: 365.47; 104.19; 132.93; 837.46; 91.14; 837.16; 193.95; 1083.17 g mol⁻¹